No. 1
The following is a quantum chemistry calculation of an isolated molecule of ClH2PS, from the OMol25 dataset.

Computed properties:
- orbital gap (eV) = 6.76
- E (Eh) = -1200.80658
- highest occupied orbital energy (eV) = -8.2960
- M (u) = 100.51
- relative energy (zero: lowest compared OMol25 entry of this formula, charge and spin) (kJ/mol) = 352.6

Geometry as ORCA input:
```
! RIJCOSX wB97M-V def2-TZVPD def2/J DEFGRID3
* xyz 0 1
P 0.94934 -0.77301 0.04788
S -0.82038 2.71091 -0.45381
Cl -0.72903 0.65818 -0.32373
H 0.12240 -1.47331 -0.58192
H 0.47767 -1.12276 1.31157
*
```



No. 2
The following is a quantum chemistry calculation of a cluster of 19 separate species, ClH36O22 in total, from the OMol25 dataset.

Computed properties:
- orbital gap (eV) = 9.38
- E (Eh) = -2136.87308
- highest occupied orbital energy (eV) = -7.2235
- M (u) = 423.72
- relative energy (zero: lowest compared OMol25 entry of this formula, charge and spin) (kJ/mol) = 116.7

Geometry as ORCA input:
```
! RIJCOSX wB97M-V def2-TZVPD def2/J DEFGRID3
* xyz -1 1
Cl 0.26661 0.24144 0.24892
O -1.26839 0.08944 0.05492
O 0.94861 -0.51856 -0.92308
O 0.63061 1.70844 0.12492
O 0.77161 -0.29656 1.57392
O -0.78539 -2.88356 1.00992
H -0.87339 -2.57056 0.10592
H -1.69339 -2.92956 1.33592
O -4.80039 -0.09556 -0.47308
H -4.30039 0.33144 -1.14308
H -4.22239 0.01644 0.30192
O -1.22339 -2.37356 -1.69108
H -0.72139 -2.99756 -2.19108
H -0.95839 -1.50256 -1.85208
O 1.74161 -0.94656 4.27392
H 2.49061 -1.42656 3.94592
H 1.34261 -0.50056 3.55492
O 3.28561 1.33544 0.85792
H 3.56961 1.74244 1.63992
H 2.43661 1.78144 0.72792
O -0.55139 4.12344 0.56792
H -0.23339 3.23044 0.52492
H -0.57439 4.67544 -0.21508
O -3.48939 0.06044 1.96992
H -3.10439 0.95244 2.07592
H -4.36539 0.12744 2.40792
O -2.43439 2.43744 2.19692
H -2.50039 3.39044 2.27492
H -1.50039 2.44644 2.06492
O 0.23661 2.88544 -2.40108
H 0.15161 2.02544 -2.78208
H -0.38339 3.46944 -2.79508
O -2.74239 0.61644 -2.08208
H -2.13239 0.32544 -1.40008
H -2.24339 0.80644 -2.86708
O 1.93461 -3.23056 1.04292
H 1.02761 -2.90356 0.94792
H 2.48561 -2.54756 1.40892
O -1.22339 -0.99056 3.03492
H -2.06039 -0.76556 2.63092
H -0.65439 -1.08956 2.31692
O 2.86461 0.55044 -2.79108
H 3.40661 0.71944 -3.57308
H 3.15461 1.30544 -2.31108
O 3.86661 -1.18356 1.56892
H 3.60661 -0.29656 1.46192
H 4.14861 -1.21056 2.51592
O -2.91439 3.00044 -0.59008
H -2.30039 3.34444 0.06392
H -2.82539 2.05844 -0.84408
O 3.44461 -1.75956 -1.13208
H 3.57561 -1.53756 -0.24108
H 2.76161 -1.14456 -1.35708
O 0.96661 -4.01456 -2.04108
H 1.09661 -3.36656 -1.36108
H 1.78961 -4.43856 -1.98808
O 0.01361 0.08944 -3.25408
H 0.52261 -0.17656 -2.51608
H 0.54161 -0.18956 -4.01708
*
```



No. 3
The following is a quantum chemistry calculation of a cluster of 2 separate species, ClH3N2O2S in total, from the OMol25 dataset.

Computed properties:
- SMILES = NN=S(=O)=O.Cl
- orbital gap (spin up / spin down) (eV) = 7.95 / 7.96
- E (Eh) = -1120.04922
- highest occupied orbital energy (spin up / spin down) (eV) = -9.4702 / -9.4782
- M (u) = 130.56
- relative energy (zero: lowest compared OMol25 entry of this formula, charge and spin) (kJ/mol) = 166.4

Geometry as ORCA input:
```
! RIJCOSX wB97M-V def2-TZVPD def2/J DEFGRID3
* xyz 0 1
N -0.68305 0.88677 -1.24465
N 0.43228 0.50387 -0.52625
S 0.58990 -1.00729 0.07052
O 1.93702 -1.17646 0.52053
O -0.11023 -2.10569 -0.53000
H -1.27588 0.04773 -1.50604
H -1.25697 1.67166 -0.83541
Cl -0.19472 0.25024 2.45071
H 0.56164 0.92918 1.60059
*
```



No. 4
The following is a quantum chemistry calculation of a cluster of 2 separate species, ClH3N2OS in total, from the OMol25 dataset.

Computed properties:
- SMILES = N=S(=N)=O.Cl
- orbital gap (eV) = 11.00
- E (Eh) = -1044.84281
- highest occupied orbital energy (eV) = -10.7841
- M (u) = 114.56
- relative energy (zero: lowest compared OMol25 entry of this formula, charge and spin) (kJ/mol) = 89.7

Geometry as ORCA input:
```
! RIJCOSX wB97M-V def2-TZVPD def2/J DEFGRID3
* xyz 0 1
N 0.62294 0.48515 1.57803
S 0.91556 -0.42451 0.37685
N 1.26910 0.18428 -0.97250
O 0.80000 -1.79975 0.54936
H 0.77290 1.36120 1.14484
H 1.18274 -0.45236 -1.75225
Cl -2.61158 0.13399 0.13669
H -2.95166 0.51200 -1.06101
*
```



No. 5
The following is a quantum chemistry calculation of an isolated molecule of ClH3N2S, from the OMol25 dataset.

Computed properties:
- orbital gap (eV) = 9.39
- E (Eh) = -969.62935
- highest occupied orbital energy (eV) = -9.9000
- M (u) = 98.56
- relative energy (zero: lowest compared OMol25 entry of this formula, charge and spin) (kJ/mol) = 14.0

Geometry as ORCA input:
```
! RIJCOSX wB97M-V def2-TZVPD def2/J DEFGRID3
* xyz 0 1
N 1.39083 -0.31783 -0.91097
N -0.65400 0.36006 0.57101
S 0.50544 -0.95025 0.16613
Cl -1.20033 -2.28801 -0.62405
H 2.12165 -0.90572 -1.21556
H -1.14693 0.67513 -0.20887
H -1.14080 -0.15130 1.32213
*
```



No. 6
The following is a quantum chemistry calculation of a structure of composition ClH3NO2P, from the OMol25 dataset.

Computed properties:
- orbital gap (eV) = 7.00
- E (Eh) = -1008.50383
- highest occupied orbital energy (eV) = -8.3785
- M (u) = 115.46
- relative energy (zero: lowest compared OMol25 entry of this formula, charge and spin) (kJ/mol) = 391.7

Geometry as ORCA input:
```
! RIJCOSX wB97M-V def2-TZVPD def2/J DEFGRID3
* xyz 0 1
N -0.88239 0.72924 0.23462
O 0.78117 -0.91215 0.90700
O -0.18426 1.25623 -0.85216
P 1.97943 -0.95088 0.03680
Cl 1.37153 -1.71190 -1.72851
H -1.27928 1.48295 0.69108
H -0.14297 -0.01281 0.83642
H -1.64324 0.11931 -0.12524
*
```



No. 7
The following is a quantum chemistry calculation of an isolated molecule of ClH3NO2P, from the OMol25 dataset.

Computed properties:
- SMILES = NOP(O)Cl
- orbital gap (eV) = 10.59
- E (Eh) = -1008.56934
- highest occupied orbital energy (eV) = -9.7937
- M (u) = 115.46
- relative energy (zero: lowest compared OMol25 entry of this formula, charge and spin) (kJ/mol) = 219.8

Geometry as ORCA input:
```
! RIJCOSX wB97M-V def2-TZVPD def2/J DEFGRID3
* xyz 0 1
N -1.23626 -0.38979 -0.24596
O 0.05940 -0.88547 0.06087
P 1.15932 0.22360 -0.65033
O 0.69377 1.34974 0.48494
Cl 2.86459 -0.48400 0.18007
H -1.80431 -1.07001 -0.86358
H -1.52134 -0.32315 0.70259
H -0.21518 1.57909 0.33139
*
```



No. 8
The following is a quantum chemistry calculation of a cluster of 2 separate species, ClH3NOPS in total, from the OMol25 dataset.

Computed properties:
- orbital gap (spin up / spin down) (eV) = 6.17 / 6.23
- E (Eh) = -1331.47363
- highest occupied orbital energy (spin up / spin down) (eV) = -9.3378 / -9.3565
- M (u) = 131.52
- relative energy (zero: lowest compared OMol25 entry of this formula, charge and spin) (kJ/mol) = 393.1

Geometry as ORCA input:
```
! RIJCOSX wB97M-V def2-TZVPD def2/J DEFGRID3
* xyz 0 1
N -1.12230 0.20372 -0.35388
O 0.67484 -1.00250 1.00302
P 0.38611 -0.57983 -0.52600
S 1.86028 2.48566 -0.27393
Cl -0.27870 -2.45460 -0.95324
H -1.27556 0.59014 0.61292
H -1.23222 0.96687 -0.97578
H 0.98757 -0.20947 1.46688
*
```



No. 9
The following is a quantum chemistry calculation of an isolated molecule of ClH3NPS, from the OMol25 dataset.

Computed properties:
- SMILES = N=[S@@H](=P)Cl
- orbital gap (eV) = 7.61
- E (Eh) = -1256.13022
- highest occupied orbital energy (eV) = -8.4715
- M (u) = 115.52
- relative energy (zero: lowest compared OMol25 entry of this formula, charge and spin) (kJ/mol) = 486.5

Geometry as ORCA input:
```
! RIJCOSX wB97M-V def2-TZVPD def2/J DEFGRID3
* xyz 0 1
N -0.81005 0.44326 1.31932
S -0.02235 -0.00514 0.04752
P 1.54143 1.31815 -0.20603
Cl 0.56593 -2.05824 -0.21305
H -1.68121 -0.10772 1.22430
H -0.99872 -0.33045 -0.74889
H 1.40497 0.74015 -1.42317
*
```



No. 10
The following is a quantum chemistry calculation of an isolated molecule of ClH3OSi, from the OMol25 dataset.

Computed properties:
- SMILES = O[SiH2]Cl
- orbital gap (eV) = 11.84
- E (Eh) = -826.78480
- highest occupied orbital energy (eV) = -11.2068
- M (u) = 82.56
- relative energy (zero: lowest compared OMol25 entry of this formula, charge and spin) (kJ/mol) = 53.0

Geometry as ORCA input:
```
! RIJCOSX wB97M-V def2-TZVPD def2/J DEFGRID3
* xyz 0 1
O 0.84373 0.74241 -0.92874
Si -0.65759 0.08028 -0.44100
Cl -1.82804 1.12293 -1.62432
H 1.69741 0.52653 -0.63592
H -1.00078 0.12322 0.91622
H -0.82718 -1.23285 -0.75667
*
```